{"formula": "C2H5NO", "method": "ωB97M-V/def2-TZVPD", "spin_multiplicity": 1, "energy_ev": -5691.55740, "homo_energy_ha": -0.3830, "e_lumo_ev": 0.741, "smiles": "CN=C=O.[H][H]", "total_charge": 0, "relative_energy_ev": 1.672, "max_force_ev_per_a": 0.7, "orbital_gap_ha": 0.4103, "symbols": ["C", "N", "C", "O", "H", "H", "H", "H", "H"], "coordinates": [[-0.10407, 1.45062, -0.17026], [-0.01045, 0.01769, -0.00880], [0.88601, -0.73114, -0.32101], [1.69861, -1.53537, -0.58362], [0.73171, 1.94593, 0.33281], [-1.03898, 1.79811, 0.26826], [-0.09090, 1.71467, -1.23191], [-0.92467, -2.74044, 0.73011], [-1.01231, -2.05114, 0.99244]], "nbo_charge": [-0.405, -0.564, 0.871, -0.512, 0.201, 0.211, 0.202, -0.008, 0.004]}

{"formula": "C2H5NO", "method": "ωB97M-V/def2-TZVPD", "spin_multiplicity": 1, "energy_ev": -5690.18009, "homo_energy_ha": -0.3533, "e_lumo_ev": 1.248, "smiles": "C=NOC", "total_charge": 0, "relative_energy_ev": 3.049, "max_force_ev_per_a": 1.2, "orbital_gap_ha": 0.3991, "symbols": ["C", "N", "O", "C", "H", "H", "H", "H", "H"], "coordinates": [[-0.45497, -1.56955, 0.94738], [0.11804, -0.80936, 0.10691], [-0.12438, 0.50812, 0.30031], [0.41185, 1.30591, -0.77907], [-1.13634, -1.19647, 1.74449], [-0.41051, -2.63386, 0.79140], [-0.38325, 1.99547, -1.11848], [0.65521, 0.60311, -1.60335], [1.32435, 1.79664, -0.38961]], "nbo_charge": [-0.159, -0.121, -0.400, -0.260, 0.171, 0.190, 0.192, 0.202, 0.186]}

{"formula": "C2H5NO", "method": "ωB97M-V/def2-TZVPD", "spin_multiplicity": 1, "energy_ev": -5693.12040, "homo_energy_ha": -0.3629, "e_lumo_ev": 0.928, "smiles": "CC(N)=O", "total_charge": 0, "relative_energy_ev": 0.109, "max_force_ev_per_a": 0.5, "orbital_gap_ha": 0.3969, "symbols": ["C", "C", "N", "O", "H", "H", "H", "H", "H"], "coordinates": [[0.98513, -0.42088, -0.38196], [-0.47869, -0.02760, -0.29304], [-0.87160, 0.76044, 0.77340], [-1.25653, -0.30310, -1.18584], [1.06610, -1.50048, -0.53441], [1.59950, -0.11490, 0.46857], [1.38200, 0.05790, -1.28412], [-1.85179, 1.00092, 0.72667], [-0.57412, 0.54769, 1.71074]], "nbo_charge": [-0.719, 0.677, -0.836, -0.601, 0.239, 0.214, 0.247, 0.392, 0.387]}

{"formula": "C2H5NO", "method": "ωB97M-V/def2-TZVPD", "spin_multiplicity": 1, "energy_ev": -5692.74760, "homo_energy_ha": -0.3637, "e_lumo_ev": 0.887, "smiles": "CNC=O", "total_charge": 0, "relative_energy_ev": 0.482, "max_force_ev_per_a": 0.4, "orbital_gap_ha": 0.3963, "symbols": ["C", "N", "C", "O", "H", "H", "H", "H", "H"], "coordinates": [[-1.00885, 0.11076, 0.41156], [0.16154, 0.40364, -0.39060], [1.27448, -0.36309, -0.29204], [1.43249, -1.23518, 0.53945], [-0.80563, 0.27086, 1.47448], [-1.82628, 0.76331, 0.09787], [-1.30760, -0.93399, 0.27835], [0.09440, 1.06329, -1.14851], [2.02942, -0.11402, -1.06072]], "nbo_charge": [-0.421, -0.615, 0.522, -0.610, 0.210, 0.204, 0.208, 0.395, 0.107]}

{"formula": "C2H5NO", "method": "ωB97M-V/def2-TZVPD", "spin_multiplicity": 1, "energy_ev": -5690.76307, "homo_energy_ha": -0.3651, "e_lumo_ev": 0.868, "smiles": "C=N.C=O", "total_charge": 0, "relative_energy_ev": 2.466, "max_force_ev_per_a": 0.5, "orbital_gap_ha": 0.3971, "symbols": ["C", "N", "H", "H", "H", "C", "O", "H", "H"], "coordinates": [[-1.04390, 0.82686, 0.42581], [0.03282, 1.32137, -0.02798], [-1.02855, 0.37636, 1.42262], [-1.99968, 0.79527, -0.11385], [-0.10490, 1.69812, -0.96820], [1.03739, -1.25209, -0.18599], [1.85348, -1.47552, 0.66709], [-0.02972, -1.53383, -0.07389], [1.28307, -0.75654, -1.14562]], "nbo_charge": [-0.050, -0.595, 0.169, 0.152, 0.333, 0.290, -0.505, 0.096, 0.110]}

{"formula": "C2H5NO", "method": "ωB97M-V/def2-TZVPD", "spin_multiplicity": 3, "s_squared": 2.008, "energy_ev": -5683.00967, "homo_energy_ha": [-0.1411, -0.4089], "e_lumo_ev": [1.045, -2.628], "total_charge": 0, "relative_energy_ev": 4.674, "max_force_ev_per_a": 14.0, "orbital_gap_ha": [0.1796, 0.3124], "symbols": ["C", "C", "N", "O", "H", "H", "H", "H", "H"], "coordinates": [[0.12978, -1.13108, -0.02842], [-0.11292, 0.43468, 0.47439], [0.28751, -1.39893, -1.40335], [-0.79372, -1.85172, -0.62465], [0.92437, -1.78535, 0.54904], [0.82902, 1.03114, 0.46945], [-0.69057, 0.40711, 1.37872], [-0.58795, 0.88611, -0.37212], [-0.03794, -0.56096, -1.92396]], "nbo_charge": [0.188, -0.662, -0.353, -0.294, 0.163, 0.239, 0.230, 0.206, 0.282]}

{"formula": "C2H5NO2", "method": "ωB97M-V/def2-TZVPD", "spin_multiplicity": 1, "energy_ev": -7736.61853, "homo_energy_ha": -0.4026, "e_lumo_ev": 0.442, "smiles": "CC[N+](=O)[O-]", "total_charge": 0, "relative_energy_ev": 4.133, "max_force_ev_per_a": 3.8, "orbital_gap_ha": 0.4188, "symbols": ["C", "C", "N", "O", "O", "H", "H", "H", "H", "H"], "coordinates": [[0.39937, 0.59685, 0.92753], [-0.67644, 0.17346, 0.00203], [0.04054, -0.82630, -1.12236], [-0.79375, -1.45359, -1.75107], [1.23704, -0.78859, -1.29163], [0.32456, 1.23762, 1.75134], [0.77021, -0.38975, 1.35697], [1.14532, 0.96979, 0.22924], [-1.32357, -0.61383, 0.36305], [-1.12328, 1.09433, -0.46510]], "nbo_charge": [-0.658, -0.271, 0.535, -0.378, -0.364, 0.238, 0.211, 0.236, 0.222, 0.229]}

{"formula": "C2H5NO2", "method": "ωB97M-V/def2-TZVPD", "spin_multiplicity": 1, "energy_ev": -7739.87793, "homo_energy_ha": -0.3493, "e_lumo_ev": 0.707, "smiles": "NCC(=O)O", "total_charge": 0, "relative_energy_ev": 0.873, "max_force_ev_per_a": 3.2, "orbital_gap_ha": 0.3753, "symbols": ["N", "C", "C", "O", "O", "H", "H", "H", "H", "H"], "coordinates": [[1.58533, 0.32032, -0.14564], [0.41701, -0.48269, -0.13025], [-0.88429, 0.35926, -0.10450], [-0.87533, 1.55788, -0.12854], [-1.94971, -0.48915, -0.03537], [1.40848, 1.18484, 0.52023], [2.38290, -0.22057, 0.19163], [0.47725, -1.26728, -1.01953], [0.19431, -1.05752, 0.87700], [-2.75595, 0.09491, -0.02503]], "nbo_charge": [-0.832, -0.326, 0.784, -0.584, -0.684, 0.375, 0.366, 0.223, 0.181, 0.496]}

{"formula": "C2H5NO2", "method": "ωB97M-V/def2-TZVPD", "spin_multiplicity": 1, "energy_ev": -7738.09738, "homo_energy_ha": -0.3643, "e_lumo_ev": 0.873, "smiles": "CONC=O", "total_charge": 0, "relative_energy_ev": 2.654, "max_force_ev_per_a": 1.6, "orbital_gap_ha": 0.3963, "symbols": ["C", "O", "N", "C", "O", "H", "H", "H", "H", "H"], "coordinates": [[1.35807, 0.48834, 0.45117], [0.71568, -0.04683, -0.69154], [-0.38792, -0.78998, -0.36140], [-1.56487, -0.10502, -0.24916], [-1.72781, 1.07045, -0.08513], [2.28204, 0.91271, 0.04715], [1.57179, -0.25683, 1.20865], [0.65274, 1.22633, 0.88213], [-0.46970, -1.66992, -0.90994], [-2.43002, -0.82926, -0.29193]], "nbo_charge": [-0.259, -0.377, -0.354, 0.510, -0.573, 0.200, 0.175, 0.196, 0.384, 0.097]}

{"formula": "C2H5NO2", "method": "ωB97M-V/def2-TZVPD", "spin_multiplicity": 1, "energy_ev": -7734.94611, "homo_energy_ha": -0.3356, "e_lumo_ev": 0.948, "total_charge": 0, "relative_energy_ev": 5.805, "max_force_ev_per_a": 4.9, "orbital_gap_ha": 0.3704, "symbols": ["C", "C", "N", "O", "O", "H", "H", "H", "H", "H"], "coordinates": [[-1.37717, 0.98765, -0.44984], [-0.22644, 0.40510, 0.35891], [-1.00193, -0.65614, 0.56382], [-2.00353, -0.25830, -0.29682], [2.73540, -0.88339, -0.09566], [-1.92869, 1.87990, -0.12495], [-1.00229, 1.10629, -1.46699], [3.60818, -0.76431, 0.40184], [-0.86383, -1.58881, 0.76454], [2.06030, -0.22798, 0.34514]], "nbo_charge": [-0.204, 0.011, -0.268, -0.363, -0.983, 0.222, 0.217, 0.467, 0.406, 0.496]}

{"formula": "C2H5NO2P", "method": "ωB97M-V/def2-TZVPD", "spin_multiplicity": 1, "energy_ev": -17031.00733, "homo_energy_ha": -0.1678, "e_lumo_ev": 4.096, "smiles": "C=C[P@](N)(=O)[O-]", "total_charge": -1, "relative_energy_ev": 0.509, "max_force_ev_per_a": 3.7, "orbital_gap_ha": 0.3184, "symbols": ["C", "C", "P", "N", "O", "O", "H", "H", "H", "H", "H"], "coordinates": [[-0.61849, -1.39243, 0.10005], [0.29026, -0.61876, 0.62307], [1.87860, -0.10930, -0.03082], [1.13123, 1.77725, -0.62410], [2.39027, -0.79471, -1.21363], [2.72807, 0.08246, 1.18626], [-1.56948, -1.42033, 0.52980], [-0.50719, -1.96848, -0.79335], [0.09849, -0.32547, 1.61796], [0.20083, 1.39170, -0.85333], [1.55668, 1.95875, -1.55418]], "nbo_charge": [-0.383, -0.573, 2.239, -1.191, -1.156, -1.159, 0.164, 0.187, 0.210, 0.325, 0.336]}

{"formula": "C2H5NO2P", "method": "ωB97M-V/def2-TZVPD", "spin_multiplicity": 1, "energy_ev": -17015.87905, "homo_energy_ha": -0.5736, "e_lumo_ev": -6.563, "total_charge": 1, "relative_energy_ev": 5.657, "max_force_ev_per_a": 3.8, "orbital_gap_ha": 0.3324, "symbols": ["C", "C", "N", "O", "O", "P", "H", "H", "H", "H", "H"], "coordinates": [[0.04522, -0.98568, -0.49249], [0.37816, 0.39917, 0.08470], [-2.16794, -0.20612, -0.03533], [-3.32162, -0.32180, 0.19623], [-1.48522, -1.27355, -0.28879], [-1.24186, 1.33715, -0.34769], [0.27196, -0.94460, -1.55374], [0.52199, -1.96839, -0.13335], [0.31695, 0.27389, 1.19002], [1.34343, 0.88418, -0.32170], [-1.37262, 2.27315, 1.27589]], "nbo_charge": [-0.105, -0.747, 0.317, -0.140, -0.233, 0.711, 0.227, 0.274, 0.259, 0.316, 0.120]}